1.
72
Properties=species:S:1:pos:R:3 method="wB97M-V/def2-TZVPD" total_energy_ha=-7124.21578 e_above_lowest_kj_mol=77.1 mol_weight_g_mol=904.61 gap_ev="5.2023 / 5.4382" charge=+2 homo_energy_ha="-0.4614 / -0.4711" multiplicity=2
Ir -1.043 0.301 -1.780
Br -5.770 -1.508 -2.124
C -5.156 0.093 -1.369
C -6.002 0.939 -0.701
C -5.529 2.149 -0.132
Br -6.753 3.215 0.813
C -4.216 2.522 -0.238
C -3.622 3.753 0.265
C -2.326 4.002 0.090
C -1.385 3.039 -0.579
N -2.030 1.843 -1.047
C -3.336 1.630 -0.900
C -3.788 0.398 -1.478
O -2.917 -0.371 -2.076
H -7.044 0.670 -0.595
H -4.256 4.472 0.766
H -1.899 4.946 0.404
H -0.936 3.551 -1.441
C -0.657 -3.298 4.148
O -0.321 -4.181 3.081
C -0.295 -3.705 1.837
C 0.064 -4.638 0.836
C 0.143 -4.229 -0.452
C -0.112 -2.885 -0.846
C 0.027 -2.502 -2.200
C 0.463 -3.497 -3.239
O -0.186 -1.338 -2.618
C -0.496 -1.954 0.158
O -0.778 -0.680 -0.025
C -0.576 -2.399 1.487
H -0.538 -3.872 5.060
H -1.690 -2.958 4.059
H 0.013 -2.435 4.164
H 0.268 -5.659 1.128
H 0.418 -4.960 -1.199
H -0.226 -4.340 -3.279
H 1.461 -3.877 -3.018
H 0.476 -3.011 -4.211
H -0.890 -1.666 2.217
C 3.279 1.072 2.942
O 3.163 0.994 1.516
C 3.128 -0.223 0.934
C 2.963 -1.411 1.637
C 3.049 -2.633 0.994
C 3.283 -2.690 -0.375
C 3.425 -1.520 -1.085
C 3.347 -0.282 -0.449
N 3.702 0.867 -1.209
C 3.447 2.124 -1.019
C 2.286 2.683 -0.379
C 2.399 3.872 0.276
C 1.385 4.356 1.162
C 0.220 3.706 1.274
C -0.161 2.604 0.357
C 0.972 2.061 -0.486
O 0.791 1.172 -1.331
H 3.490 2.114 3.162
H 4.098 0.452 3.305
H 2.346 0.784 3.427
H 2.796 -1.382 2.704
H 2.960 -3.547 1.565
H 3.380 -3.646 -0.869
H 3.632 -1.550 -2.150
H 4.385 0.671 -1.934
H 4.202 2.811 -1.392
H 3.342 4.404 0.202
H 1.597 5.220 1.777
H -0.493 3.975 2.042
H -0.533 1.748 0.938
O -1.351 1.380 -3.848
H -2.274 1.310 -4.128
H -0.820 0.945 -4.528

2.
54
Properties=species:S:1:pos:R:3 method="wB97M-V/def2-TZVPD" total_energy_ha=-1957.77615 mol_weight_g_mol=509.04 gap_ev="5.7883 / 5.7975" charge=0 homo_energy_ha="-0.2488 / -0.2488" multiplicity=2
C 2.190 0.276 2.935
C 2.241 -0.508 1.752
C 1.970 0.328 0.630
H 2.525 -1.558 1.695
C 1.776 1.668 1.121
C 1.920 1.630 2.550
H 1.591 2.557 0.506
C -1.386 -2.200 3.123
C -0.078 -2.489 2.615
C -0.149 -2.551 1.195
H 0.804 -2.661 3.229
C -1.518 -2.335 0.793
C -2.262 -2.130 2.002
H 2.070 0.043 -0.425
H 1.788 2.474 3.231
H 2.398 -0.082 3.946
H -3.328 -1.930 2.041
H 0.700 -2.764 0.537
H -1.664 -2.113 4.177
Ce -0.381 0.776 2.041
C -1.930 -1.689 -0.551
C -3.424 -1.519 -0.762
C -1.250 -2.353 -1.727
H -3.964 -2.468 -0.681
H -3.612 -1.098 -1.753
H -3.866 -0.818 -0.050
H -1.539 -3.415 -1.760
H -0.156 -2.303 -1.665
H -1.564 -1.884 -2.670
C -1.366 -0.250 -0.226
C -1.455 1.221 -0.632
H -0.258 -0.469 -0.203
H -1.991 -0.138 0.711
O -1.200 1.989 0.439
N -1.458 1.737 -1.858
C -0.344 2.559 -2.395
H -2.348 1.814 -2.330
C 0.913 1.771 -2.731
C 2.123 2.453 -2.590
H 2.078 3.470 -2.194
C 3.331 1.875 -2.960
H 4.251 2.446 -2.844
C 3.349 0.580 -3.487
H 4.293 0.132 -3.802
C 2.146 -0.130 -3.617
H 2.160 -1.152 -4.022
C 0.918 0.460 -3.244
H -0.022 -0.092 -3.397
H -0.088 3.298 -1.633
H -0.686 3.101 -3.297
Cl -2.475 1.375 4.110
C -0.815 1.004 4.410
H -0.240 1.911 4.631
H -0.721 0.153 5.084

3.
300
Properties=species:S:1:pos:R:3 method="wB97M-V/def2-TZVPD" total_energy_ha=-4858.46226 e_above_lowest_kj_mol=0.0 mol_weight_g_mol=1502.40 gap_ev=9.2084 charge=0 homo_energy_ha=-0.3322
C -29.763 -15.394 14.529
C -30.366 -16.831 14.515
C -31.420 -16.841 15.564
O -30.938 -17.109 13.267
H -29.410 -15.238 15.548
H -30.562 -14.675 14.347
H -28.993 -15.268 13.767
H -29.597 -17.561 14.769
H -32.274 -16.263 15.212
H -31.014 -16.456 16.499
H -31.821 -17.848 15.685
H -30.263 -16.902 12.617
C -34.662 -11.201 17.686
C -34.584 -10.890 16.204
C -34.730 -9.414 15.888
O -33.293 -11.339 15.741
H -34.609 -12.263 17.928
H -35.613 -10.871 18.104
H -33.774 -10.766 18.145
H -35.380 -11.451 15.715
H -33.894 -8.904 16.368
H -35.679 -9.052 16.283
H -34.697 -9.247 14.812
H -33.379 -11.547 14.808
C -37.486 -11.751 10.719
C -37.297 -11.358 12.193
C -37.383 -12.475 13.215
O -36.012 -10.875 12.334
H -36.715 -12.466 10.432
H -37.525 -10.829 10.139
H -38.479 -12.184 10.597
H -37.984 -10.570 12.499
H -38.387 -12.820 13.460
H -36.948 -12.163 14.165
H -36.889 -13.398 12.914
H -35.966 -10.080 11.797
C -30.396 -4.158 9.272
C -30.020 -5.662 9.443
C -29.256 -5.894 10.732
O -31.214 -6.459 9.420
H -29.559 -3.503 9.514
H -31.233 -3.902 9.922
H -30.797 -3.937 8.282
H -29.428 -5.959 8.577
H -29.862 -5.759 11.628
H -28.419 -5.197 10.790
H -28.835 -6.896 10.813
H -30.955 -7.383 9.404
C -29.851 -10.960 15.005
C -30.280 -9.698 15.776
C -31.192 -8.791 14.978
O -31.048 -10.130 16.877
H -29.060 -10.722 14.295
H -30.693 -11.395 14.467
H -29.383 -11.749 15.594
H -29.375 -9.205 16.132
H -30.744 -8.332 14.097
H -31.549 -8.009 15.647
H -32.084 -9.262 14.565
H -31.744 -10.634 16.450
C -26.151 -8.586 12.304
C -25.839 -7.109 12.150
C -24.392 -6.714 12.496
O -26.051 -6.841 10.788
H -27.144 -8.809 11.914
H -26.101 -9.005 13.309
H -25.451 -9.113 11.656
H -26.618 -6.523 12.637
H -24.267 -5.664 12.758
H -23.614 -6.983 11.782
H -24.069 -7.237 13.397
H -26.056 -5.893 10.636
C -28.662 -7.336 5.335
C -29.976 -7.611 4.563
C -30.714 -6.373 4.182
O -29.588 -8.252 3.330
H -28.194 -8.276 5.626
H -28.832 -6.809 6.274
H -27.872 -6.782 4.827
H -30.589 -8.312 5.130
H -31.738 -6.544 3.850
H -30.108 -5.880 3.422
H -30.722 -5.646 4.995
H -28.783 -7.847 2.998
C -29.152 -5.414 14.525
C -27.833 -4.874 14.982
C -28.037 -3.664 15.935
O -27.136 -5.834 15.722
H -29.100 -6.379 14.021
H -29.546 -4.759 13.747
H -29.958 -5.568 15.243
H -27.258 -4.559 14.111
H -28.677 -2.950 15.416
H -27.082 -3.223 16.221
H -28.535 -4.003 16.843
H -26.525 -5.489 16.377
C -29.082 -12.732 5.826
C -28.587 -12.847 4.375
C -27.221 -12.203 4.147
O -28.531 -14.258 4.116
H -30.110 -13.036 6.021
H -29.102 -11.702 6.183
H -28.388 -13.249 6.488
H -29.307 -12.358 3.718
H -26.924 -12.601 3.177
H -26.418 -12.644 4.738
H -27.143 -11.129 4.315
H -28.039 -14.333 3.295
C -31.603 -2.407 14.160
C -31.741 -2.920 12.746
C -32.570 -4.204 12.720
O -32.546 -1.911 12.061
H -32.527 -2.139 14.672
H -31.004 -1.505 14.281
H -31.195 -3.199 14.788
H -30.788 -2.915 12.216
H -31.960 -5.012 13.124
H -32.884 -4.458 11.707
H -33.492 -4.058 13.283
H -33.198 -2.267 11.452
C -27.697 -13.411 11.304
C -26.614 -13.933 10.309
C -25.250 -13.418 10.697
O -26.670 -15.288 10.334
H -28.717 -13.611 10.977
H -27.688 -12.333 11.465
H -27.549 -13.888 12.273
H -26.918 -13.486 9.363
H -25.203 -12.332 10.773
H -24.522 -13.737 9.951
H -25.007 -13.819 11.680
H -25.999 -15.590 9.718
C -23.979 -16.086 6.245
C -25.024 -15.694 7.308
C -26.515 -15.953 6.926
O -24.716 -16.530 8.428
H -23.872 -17.162 6.114
H -23.036 -15.590 6.476
H -24.299 -15.640 5.303
H -24.879 -14.675 7.668
H -27.246 -15.638 7.671
H -26.615 -17.038 6.881
H -26.818 -15.610 5.937
H -24.774 -17.452 8.167
C -25.369 -2.757 8.265
C -26.344 -3.872 8.821
C -26.497 -5.118 7.908
O -25.809 -4.263 10.098
H -25.489 -1.859 8.872
H -25.635 -2.570 7.225
H -24.319 -3.050 8.279
H -27.307 -3.411 9.038
H -25.533 -5.602 7.749
H -27.017 -4.846 6.989
H -27.137 -5.776 8.496
H -25.225 -3.588 10.452
C -36.211 -6.858 12.006
C -35.075 -7.494 11.160
C -33.940 -7.956 11.994
O -35.603 -8.640 10.570
H -35.828 -6.008 12.569
H -36.602 -7.533 12.767
H -37.097 -6.577 11.435
H -34.779 -6.830 10.348
H -33.172 -8.447 11.395
H -34.338 -8.705 12.679
H -33.518 -7.068 12.465
H -35.988 -8.361 9.736
C -33.342 -14.252 13.069
C -32.926 -12.975 12.276
C -33.446 -13.018 10.829
O -33.448 -11.794 12.903
H -32.993 -15.207 12.675
H -34.425 -14.355 13.123
H -32.944 -14.206 14.082
H -31.840 -13.041 12.220
H -33.175 -12.169 10.203
H -34.533 -13.089 10.871
H -33.090 -13.952 10.396
H -34.381 -11.696 12.700
C -32.654 -16.911 7.530
C -32.011 -15.559 8.002
C -30.685 -15.793 8.765
O -31.710 -14.796 6.882
H -31.846 -17.555 7.181
H -33.354 -16.912 6.695
H -33.182 -17.411 8.342
H -32.766 -15.011 8.567
H -30.097 -14.893 8.944
H -30.029 -16.487 8.239
H -30.978 -16.258 9.706
H -31.068 -15.339 6.420
C -30.167 -17.022 3.039
C -29.873 -17.381 4.516
C -28.563 -18.138 4.715
O -30.047 -16.200 5.265
H -29.591 -16.135 2.774
H -31.229 -16.817 2.907
H -29.848 -17.766 2.309
H -30.699 -18.026 4.817
H -27.706 -17.486 4.545
H -28.462 -18.971 4.020
H -28.582 -18.541 5.728
H -29.582 -15.454 4.881
C -27.586 -18.464 12.527
C -28.158 -17.944 11.180
C -29.187 -18.866 10.548
O -28.743 -16.694 11.404
H -28.367 -18.475 13.287
H -26.821 -17.774 12.882
H -27.222 -19.489 12.459
H -27.347 -17.774 10.472
H -30.031 -18.905 11.236
H -28.743 -19.840 10.345
H -29.671 -18.483 9.650
H -28.053 -16.042 11.263
C -26.448 -13.160 14.709
C -25.744 -14.405 15.338
C -25.914 -15.691 14.597
O -24.398 -14.150 15.407
H -26.033 -12.813 13.763
H -26.354 -12.405 15.490
H -27.521 -13.346 14.664
H -26.116 -14.537 16.354
H -25.440 -15.722 13.616
H -26.965 -15.945 14.461
H -25.412 -16.493 15.138
H -24.388 -13.247 15.730
C -38.204 -9.706 6.985
C -37.710 -8.300 7.225
C -38.633 -7.442 8.068
O -36.581 -8.491 8.013
H -38.555 -10.124 7.928
H -37.372 -10.276 6.569
H -38.992 -9.680 6.232
H -37.455 -7.738 6.326
H -38.711 -7.857 9.073
H -39.650 -7.452 7.677
H -38.261 -6.428 8.215
H -36.018 -9.033 7.455
C -35.309 -5.108 7.483
C -33.974 -5.782 7.782
C -33.186 -5.820 6.406
O -33.351 -4.801 8.650
H -36.063 -5.278 8.252
H -35.694 -5.649 6.619
H -35.302 -4.057 7.193
H -33.969 -6.732 8.318
H -32.146 -6.118 6.540
H -33.003 -4.940 5.789
H -33.670 -6.547 5.755
H -32.529 -5.170 8.979
C -25.072 -8.733 8.205
C -26.532 -9.051 8.030
C -26.786 -10.529 7.612
O -27.229 -8.821 9.216
H -24.613 -9.572 8.727
H -24.963 -7.816 8.784
H -24.499 -8.613 7.285
H -26.838 -8.286 7.316
H -27.857 -10.734 7.608
H -26.401 -11.312 8.266
H -26.369 -10.735 6.627
H -26.809 -8.115 9.713
C -34.085 -10.707 7.538
C -33.484 -9.775 6.524
C -32.828 -10.536 5.352
O -34.599 -9.097 5.992
H -33.291 -11.319 7.966
H -34.769 -11.385 7.030
H -34.657 -10.130 8.265
H -32.764 -9.069 6.938
H -33.491 -11.315 4.978
H -31.846 -10.948 5.587
H -32.629 -9.873 4.510
H -34.301 -8.578 5.241
C -30.389 -11.734 9.209
C -30.745 -10.324 9.718
C -30.392 -10.064 11.202
O -30.159 -9.282 8.933
H -30.931 -12.559 9.671
H -29.353 -12.010 9.401
H -30.681 -11.847 8.165
H -31.833 -10.266 9.690
H -30.800 -10.850 11.837
H -30.629 -9.040 11.489
H -29.311 -10.116 11.330
H -29.201 -9.278 9.004
C -34.759 -15.560 3.414
C -33.600 -15.106 4.309
C -32.572 -14.253 3.538
O -34.044 -14.431 5.479
H -34.319 -16.177 2.630
H -35.307 -14.736 2.957
H -35.477 -16.199 3.927
H -33.011 -15.944 4.683
H -32.267 -14.726 2.604
H -31.684 -13.898 4.061
H -32.980 -13.300 3.201
H -33.329 -14.428 6.119

- Which of these has the highest charge?
  C32H28Br2IrN2O7

- The highest charge belongs to which entry?
  C32H28Br2IrN2O7